Record 1
ORCA calculation (ωB97M-V/def2-TZVPD) on one molecule with the formula C18H11N5O in a non-equilibrium geometry.

Properties
- Frontier orbital gap: 8.118 eV
- 2S+1: 1
- HOMO energy: -8.483 eV
- Total charge: 0

The geometry in XYZ format:
```
35
C18H11N5O (ωB97M-V/def2-TZVPD)
N -5.9244 0.1789 -0.3938
C -4.8318 -0.1709 -0.4474
C -3.5349 -0.7118 -0.5016
C -3.4176 -2.0967 -0.6854
N -2.2659 -2.7296 -0.6806
C -1.1857 -1.9686 -0.4675
N 0.0013 -2.6414 -0.4057
C 1.2131 -2.0955 -0.1187
N 1.4899 -0.8760 0.1894
C 2.8545 -0.8695 0.3861
C 3.7257 0.1513 0.7342
C 5.0633 -0.1744 0.8574
C 5.5275 -1.4702 0.6434
C 4.6717 -2.5023 0.2950
C 3.3382 -2.1755 0.1721
O 2.2663 -2.9599 -0.1534
N -1.1767 -0.6601 -0.3269
C -2.3237 0.0057 -0.3503
C -2.2028 1.4551 -0.2009
C -3.2197 2.3439 -0.5472
C -3.0365 3.7044 -0.3823
C -1.8440 4.1939 0.1249
C -0.8217 3.3169 0.4548
C -0.9931 1.9575 0.2906
H -4.2976 -2.7083 -0.8370
H -0.0338 -3.6394 -0.5629
H 3.3631 1.1523 0.8982
H 5.7714 0.5948 1.1269
H 6.5812 -1.6770 0.7513
H 5.0246 -3.5070 0.1279
H -4.1472 1.9819 -0.9616
H -3.8294 4.3851 -0.6541
H -1.7099 5.2577 0.2557
H 0.1122 3.6979 0.8407
H -0.2071 1.2570 0.5284
```

Record 2
ORCA calculation (ωB97M-V/def2-TZVPD) on an isolated ion of composition C3H6NO2 and charge +1 in a non-equilibrium geometry.

Properties
- Relative energy (zero: lowest compared OMol25 entry of this formula, charge and spin): 75.1 kcal per mole
- Frontier orbital gap: 10.649 eV
- 2S+1: 1
- HOMO energy: -15.237 eV
- Total charge: +1

The geometry in XYZ format:
```
12
C3H6NO2 (ωB97M-V/def2-TZVPD)
C 1.5476 -0.0162 0.0429
N 0.0867 0.0696 0.0069
C -0.6936 1.0567 0.1044
O -1.9623 0.6920 0.0441
C -2.0444 -0.6546 -0.0022
O -0.5039 -1.1260 -0.1196
H 1.7774 0.5521 1.0429
H 2.1469 0.5011 -0.6058
H 1.8537 -1.0641 0.1067
H -0.4034 2.0607 -0.1241
H -2.4802 -1.1409 0.8876
H -2.5405 -1.0407 -0.8025
```

> Which value of HOMO energy does entry 1 give?

-8.483 eV